Record 1
Formula: C39H67BFeN6Sb
Source: OMol25
Level of theory: ωB97M-V with the def2-TZVPD basis set

Output
- LUMO level (alpha / beta): -2.10 / -2.86 eV
- Multiplicity: 5
- Strongest force on any atom: 0.1160 Eh/bohr
- Charge: +1
- <S²>: 6.015

XYZ file:
```
115
Properties=species:S:1:pos:R:3:mulliken_charge:R:1
Fe 1.53631 -7.72626 18.84441 -0.0419
C 3.10943 -3.88691 21.86706 -1.6259
C 2.76984 -5.29674 21.55247 0.2643
C 2.74335 -6.29520 22.47241 -0.6128
C 2.22912 -7.40915 21.79720 -0.0679
N 2.03954 -7.13184 20.50777 0.0709
N 2.35954 -5.79852 20.36819 0.9650
B 2.31218 -5.12140 18.98465 0.0963
N 3.24108 -6.03281 18.05240 0.4851
N 2.98988 -7.41368 17.85459 0.2539
C 3.76272 -7.78159 16.76120 -0.0837
C 4.53485 -6.68671 16.36954 -0.8533
C 4.07598 -5.60599 17.07952 0.2361
C 4.75108 -4.29289 17.05038 -1.7473
C 4.09190 -9.19201 16.21536 2.1200
C 2.78659 -10.08115 16.42851 -1.1768
C 5.39253 -9.69194 16.88433 -1.6189
C 4.39631 -9.11138 14.74595 -1.6248
N 0.88059 -5.21797 18.38336 0.4586
N 0.43264 -6.53368 18.07094 0.3904
C -0.88818 -6.38789 17.72855 -0.4974
C -1.24527 -5.01865 17.81636 -1.3685
C -0.11565 -4.38906 18.21529 0.6992
C 0.02408 -2.93459 18.21555 -1.5276
C -1.79863 -7.51071 17.25778 2.3775
C -1.11556 -8.88339 17.50801 -0.5888
C -2.16569 -7.38144 15.70885 -1.5031
C -3.18461 -7.41191 17.91586 -1.7135
C 1.83060 -8.70701 22.51684 2.0732
C 2.75883 -8.85869 23.76571 -1.6957
C 0.43083 -8.58015 23.08143 -1.5648
C 1.94833 -9.88892 21.51309 -1.5365
H 2.50492 -3.52539 22.72453 0.3941
H 4.20953 -3.91336 22.20995 0.3380
H 2.99870 -3.22975 21.00787 0.2107
H 3.10099 -6.27250 23.53053 0.4000
H 2.67416 -3.97386 18.94294 -0.3381
H 5.42273 -6.80648 15.74807 0.4799
H 4.44574 -3.80521 17.94268 0.2913
H 5.78375 -4.52602 17.04833 0.4764
H 4.45484 -3.70036 16.20210 0.2832
H 2.76316 -10.43706 17.46326 0.2349
H 1.82536 -9.50275 16.25835 -0.1215
H 2.81503 -10.95055 15.71126 0.4500
H 5.30356 -9.66749 17.98121 0.2915
H 5.57964 -10.70902 16.48333 0.4458
H 6.23374 -9.01264 16.68107 0.3614
H 3.66782 -8.49777 14.18960 0.3404
H 5.41516 -8.70573 14.46777 0.2785
H 4.33157 -10.14044 14.24803 0.3987
H -2.17889 -4.59550 17.41368 0.4644
H 1.12642 -2.68889 18.16111 0.2201
H -0.52278 -2.37849 17.41580 0.3938
H -0.27775 -2.43239 19.15756 0.2833
H -1.06120 -9.17809 18.62152 0.1262
H -1.70543 -9.74661 17.03941 0.4744
H -0.08847 -8.91100 17.14764 -0.5111
H -1.27374 -7.15322 15.15086 0.3222
H -2.72618 -8.26398 15.33990 0.4354
H -2.84536 -6.48198 15.56681 0.3335
H -3.03589 -7.28008 19.02512 0.3673
H -3.82372 -6.59731 17.62215 0.3480
H -3.73950 -8.39432 17.65595 0.3851
H 2.35997 -8.20407 24.58054 0.3393
H 2.90672 -9.87231 24.09897 0.3980
H 3.76386 -8.47086 23.44165 0.3829
H 0.33069 -7.56446 23.57362 0.3753
H -0.31464 -8.55823 22.22322 0.2400
H 0.12766 -9.37289 23.79148 0.4076
H 2.94781 -9.99909 21.04436 0.3547
H 1.80779 -10.84775 22.05307 0.4683
H 1.24085 -9.89275 20.68166 0.1380
C 0.35687 -16.45002 14.95038 -2.1284
C -0.51702 -16.90952 16.04863 1.1969
C -0.03100 -17.66212 17.14094 0.7186
C 1.30060 -18.28985 17.11230 -1.9941
C -0.86224 -17.73777 18.28620 1.3758
C -0.28809 -18.35083 19.50676 -2.0875
C -2.20776 -17.20593 18.30135 0.1774
C -2.93891 -17.09527 19.64220 -1.5501
C -2.73385 -16.70394 17.09049 1.2560
C -4.17625 -16.27075 17.01027 -2.1693
C -1.85711 -16.50031 15.98847 0.5205
C -2.37470 -15.83206 14.77275 -1.9883
H -0.01137 -16.63916 13.94926 0.4172
H 1.33113 -16.88290 14.92696 0.3748
H 0.49440 -15.34582 15.02909 0.3459
H 2.08518 -17.53210 17.26482 0.3573
H 1.54518 -18.74167 16.14912 0.4425
H 1.43116 -19.07732 17.84570 0.3851
H 0.01047 -19.39100 19.25142 0.3233
H -1.02357 -18.35039 20.32608 0.3294
H 0.61912 -17.81056 19.79110 0.3604
H -2.53649 -16.28540 20.30947 0.2758
H -2.69915 -18.07149 20.11969 0.3597
H -4.02514 -17.01897 19.56274 0.3573
H -4.87416 -17.05026 17.39789 0.4046
H -4.56467 -16.12273 15.99649 0.4582
H -4.38709 -15.36676 17.61375 0.3295
H -3.14296 -15.10517 15.06970 0.4398
H -2.81468 -16.62242 14.14511 0.3061
H -1.63424 -15.23903 14.20358 0.4061
C 1.44126 -5.75802 13.58768 -1.4451
Sb 0.75434 -5.80765 11.45144 0.6503
C 1.39285 -3.80931 10.88062 -1.0798
C 2.44481 -7.00700 10.63704 -1.2486
H 2.38603 -5.27316 13.50948 0.5670
H 1.48184 -6.83153 13.91036 0.1865
H 0.74807 -5.30784 14.27528 0.4330
H 2.17068 -3.96675 10.04877 0.2809
H 1.90663 -3.34638 11.72355 0.2996
H 0.54567 -3.17763 10.51994 0.3095
H 3.34131 -6.91494 11.26548 0.3169
H 2.60340 -6.66115 9.63398 0.3815
H 2.23647 -8.07545 10.57687 0.3450
```

***

Record 2
Formula: C39H67F6Ge2N10O2PSbSi3Ti
Source: OMol25
Level of theory: ωB97M-V with the def2-TZVPD basis set

Output
- LUMO level (alpha / beta): -7.74 / -7.74 eV
- Multiplicity: 1
- Strongest force on any atom: 0.0256 Eh/bohr
- Charge: +3

XYZ file:
```
132
Properties=species:S:1:pos:R:3:mulliken_charge:R:1
Ti 0.41625 -0.06154 -2.59699 0.1737
C 4.00070 -2.22371 -6.40002 -0.9042
N 2.76902 -2.13848 -5.60139 0.1732
C 1.59393 -2.77613 -5.91671 -0.9353
C 0.69562 -2.42035 -4.96470 -0.9672
N 1.29964 -1.56949 -4.06597 1.2887
C 2.55934 -1.42118 -4.48380 -0.1041
P 3.88358 -0.63972 -3.47145 -0.6821
C 3.13401 1.00471 -3.35593 -0.2900
N 1.82130 1.21456 -3.49657 0.7933
C 1.66531 2.51323 -3.91325 -0.3557
C 2.89368 3.07839 -4.03695 -1.2834
N 3.80496 2.12465 -3.68533 0.3438
C 5.25099 2.35849 -3.56787 -0.7947
C 3.17627 -1.44642 -2.00042 -0.4905
N 1.96912 -1.19804 -1.48976 1.8918
C 1.59068 -2.35653 -0.83501 -0.5160
C 2.56479 -3.28559 -0.96700 -1.9793
N 3.56825 -2.69651 -1.69104 0.3531
C 4.79086 -3.37952 -2.14201 -0.8953
H 4.18632 -3.26067 -6.66273 0.3820
H 3.89191 -1.63780 -7.30861 0.3370
H 4.83863 -1.84292 -5.82518 0.3582
H 1.49347 -3.40126 -6.78961 0.5375
H -0.32233 -2.75018 -4.85834 0.7262
H 0.70129 2.94046 -4.13026 0.6395
H 3.18797 4.06749 -4.34955 0.5005
H 5.43145 3.04985 -2.74839 0.3243
H 5.75796 1.42069 -3.36817 0.3213
H 5.62945 2.78339 -4.49379 0.3503
H 0.65736 -2.44729 -0.31523 0.5219
H 2.63294 -4.30210 -0.61741 0.9303
H 5.07189 -4.12589 -1.40501 0.3662
H 4.61533 -3.87406 -3.09632 0.3273
H 5.59803 -2.66138 -2.24624 0.3875
N -2.77500 0.72182 -1.61091 -0.3366
C -2.75965 0.00582 -0.35161 2.1728
C -3.99917 -0.89551 -0.09519 -1.2481
C -4.94337 -0.40793 1.00065 0.6950
C -5.48886 1.01627 0.75588 -2.0976
N -4.90301 2.06509 1.60367 0.2506
C -5.24492 2.27716 2.86819 0.9308
N -4.64982 3.24716 3.56606 -0.2708
N -6.15357 1.50510 3.46250 -0.3376
C -1.46649 -0.80198 -0.24001 -1.9910
O -1.23455 -1.39908 0.81020 -0.3428
O -0.71996 -0.81640 -1.31227 -0.2748
H -3.52302 1.40306 -1.65534 0.4065
H -2.92045 0.08103 -2.38189 0.1944
H -2.67052 0.75119 0.44845 -0.3786
H -3.68269 -1.90246 0.16596 0.0685
H -4.54984 -0.96598 -1.03461 0.3648
H -4.43882 -0.44540 1.97038 -0.2013
H -5.77962 -1.10706 1.05377 0.4883
H -6.57124 1.04243 0.88511 0.4537
H -5.30475 1.32814 -0.27013 0.5570
H -4.21784 2.68392 1.19751 -0.0985
H -4.00214 3.87610 3.12223 0.0909
H -4.96279 3.48676 4.49156 0.2430
H -6.66179 0.80580 2.95121 0.1847
H -6.47794 1.71784 4.39131 0.2190
F -1.50027 -1.03276 -3.85135 -0.7544
Sb -1.63187 0.31395 -5.25258 2.1926
F -2.01538 -1.00473 -6.45899 -0.4925
F 0.15508 0.29394 -5.73452 -0.6300
F -1.72236 1.99168 -6.00424 -0.5158
F -0.81588 1.18826 -3.55395 -0.5493
F -3.30708 0.63046 -4.54519 -0.5268
C -0.47371 -5.28929 1.93898 -1.0525
Si -1.34881 -3.91153 2.81634 -0.0127
C -1.43321 -4.22396 4.64489 -1.0272
C -3.04516 -3.64203 2.11837 -0.7096
Ge -0.09482 -1.83502 2.57938 0.8228
Si 2.27957 -2.24141 2.98232 1.1428
C 3.08870 -3.78410 2.34896 -0.9207
C 2.13422 -2.32672 4.82553 -1.1674
C 3.25035 -0.77621 2.41275 -0.7541
Si -0.86244 -0.12120 4.07079 -0.0422
C 0.15206 1.42134 3.90444 -0.6314
C -0.71415 -0.78314 5.80642 -1.1268
C -2.65319 0.22055 3.69751 -0.2305
H -0.94757 -6.24361 2.19072 0.4354
H 0.56731 -5.35537 2.24369 0.1783
H -0.51981 -5.17457 0.85099 0.2823
H -1.97832 -5.15415 4.84177 0.4896
H -1.95910 -3.42032 5.16482 0.2690
H -0.44138 -4.33778 5.09036 0.3424
H -3.67856 -4.51647 2.29773 0.6176
H -2.99907 -3.48319 1.04111 0.1098
H -3.52237 -2.77276 2.58097 0.0898
H 2.41214 -4.61066 2.15164 0.1793
H 3.79339 -4.11683 3.11798 0.4945
H 3.66000 -3.57188 1.44587 0.2635
H 1.32406 -2.97452 5.16539 0.2498
H 1.99242 -1.33955 5.26811 0.2344
H 3.06656 -2.74208 5.22351 0.5161
H 2.99065 -0.49259 1.39155 -0.0946
H 4.32189 -1.00411 2.44299 0.5594
H 3.08142 0.08399 3.06637 0.3665
H 1.17690 1.24013 4.24500 0.3116
H -0.26538 2.21455 4.53367 0.5069
H 0.20796 1.78339 2.87645 -0.0411
H 0.15567 -0.35757 6.31051 0.4263
H -0.63396 -1.86702 5.86398 0.2665
H -1.60315 -0.49150 6.37426 0.4648
H -2.77847 0.58274 2.67014 -0.6755
H -3.04043 0.97930 4.38600 0.5730
H -3.25632 -0.68560 3.81910 0.4762
Ge 0.47609 1.80097 -0.72897 2.2849
C 1.99332 2.98281 -0.34942 0.4543
C 2.24007 4.15141 -1.07934 -0.1266
C 3.23920 5.03664 -0.69638 -0.9444
C 4.01205 4.77148 0.42911 -0.7144
C 3.76091 3.63351 1.18159 -0.7325
C 2.75893 2.75015 0.79422 -0.0180
C -1.00182 3.09164 -0.64908 0.2170
C -1.38474 3.55055 0.60959 -0.5888
C -2.30152 4.59015 0.73610 -1.0046
C -2.86116 5.17457 -0.39404 -0.8010
C -2.48930 4.72079 -1.65558 -0.7657
C -1.56602 3.68991 -1.77752 0.0629
H 0.36134 1.10635 0.65959 -1.0940
H 1.61658 4.40820 -1.92470 0.6300
H 3.40348 5.94609 -1.26383 0.4688
H 4.78930 5.46144 0.73172 0.4464
H 4.34259 3.43480 2.07405 0.4689
H 2.55607 1.87717 1.40051 0.0358
H -0.92844 3.13023 1.49855 0.2989
H -2.53632 4.99425 1.71490 0.8316
H -3.56426 5.99222 -0.29473 0.4560
H -2.90555 5.18431 -2.54227 0.4975
H -1.29712 3.34822 -2.77033 0.1587
```

***

Record 3
Formula: C39H68BIN2O14S
Source: OMol25
Level of theory: ωB97M-V with the def2-TZVPD basis set

Output
- LUMO level: 0.18 eV
- Multiplicity: 1
- Strongest force on any atom: 0.0134 Eh/bohr
- SMILES: [H]/N=C\C[C@@](COO)(CC(=O)c1ccccc1)O[C@@H](CCCI)[C@@](S)(CN)O[C@H](COc1ccccc1)CB(O)O.COCCOC.COCCOC.COCCOC

XYZ file:
```
126
Properties=species:S:1:pos:R:3:mulliken_charge:R:1
N -1.27457 -3.27271 4.38103 -0.7976
C -2.00703 -2.31062 4.74938 -0.2363
C -1.53680 -1.08271 5.48029 -0.7778
C -2.17387 0.27860 5.12823 1.7587
C -3.62210 0.10413 4.66215 -2.0708
O -4.34101 -0.39209 5.76599 -0.2770
O -5.72646 -0.40832 5.43950 -0.4352
C -2.18717 1.16964 6.40062 -1.3170
C -2.90997 2.48601 6.16448 -0.4526
O -4.04445 2.64746 6.54521 -0.5824
C -2.21952 3.57802 5.40921 0.5869
C -1.05468 4.17789 5.87327 0.1391
C -0.46930 5.21634 5.15444 -0.6873
C -1.03959 5.65528 3.96524 -0.6047
C -2.20173 5.04644 3.48802 -0.5303
C -2.79251 4.01949 4.21433 -0.2767
O -1.40717 1.03905 4.21381 0.6816
C -1.15561 0.52719 2.91194 -1.5988
C -2.19385 1.13450 1.97198 0.3264
C -2.11674 0.74381 0.49312 -0.2652
C -2.19587 1.94199 -0.43165 -1.2847
I -4.09422 2.91273 -0.29153 -0.0670
C 0.35107 0.76286 2.55174 1.2997
S 0.62658 2.34948 1.66600 -0.2369
C 1.23663 0.73988 3.81057 -0.5114
N 1.36401 2.01915 4.51302 -0.2045
O 0.72323 -0.37772 1.79026 -0.2672
C 1.54626 -0.31680 0.62884 0.9405
C 1.54927 -1.75908 0.07281 -1.3062
O 1.34751 -1.81385 -1.33574 -0.6783
C 0.05196 -1.86215 -1.78636 0.7481
C -0.85557 -2.81653 -1.32407 -0.2918
C -2.14876 -2.84397 -1.83597 -0.8657
C -2.53701 -1.94307 -2.82596 -0.5975
C -1.61988 -1.01208 -3.30393 -0.4577
C -0.33282 -0.95948 -2.77095 -0.3411
C 2.97661 0.13783 0.90622 -0.3210
B 3.72607 0.48614 -0.43809 1.0035
O 4.48903 -0.43999 -1.07448 -0.5739
O 3.64682 1.76756 -0.98336 -0.6039
H -0.29462 -3.09449 4.61087 0.2807
H -3.06849 -2.41945 4.54511 0.5523
H -1.74206 -1.26749 6.53663 0.5020
H -0.45473 -1.03218 5.37574 0.0226
H -3.71253 -0.58581 3.81988 0.6756
H -4.01182 1.06772 4.31802 0.9436
H -5.91749 0.52432 5.24982 0.3811
H -2.66903 0.65785 7.22659 0.6403
H -1.14341 1.35918 6.65844 0.5790
H -0.59743 3.84397 6.79482 0.4805
H 0.42770 5.68924 5.52840 0.4383
H -0.59696 6.46691 3.40553 0.4256
H -2.65831 5.38388 2.56754 0.4400
H -3.69977 3.55675 3.85107 0.3607
H -1.25848 -0.56169 2.85010 0.0016
H -3.15807 0.79200 2.33711 0.3686
H -2.21875 2.21618 2.09229 -0.4067
H -2.97607 0.11665 0.25205 0.5518
H -1.23729 0.14916 0.25489 -0.5393
H -1.42316 2.67489 -0.22676 0.3966
H -2.11427 1.63775 -1.46408 0.5952
H -0.13491 3.11882 2.44945 -0.0182
H 0.85598 -0.00514 4.50196 -0.1379
H 2.21281 0.38341 3.47943 0.4751
H 1.52351 1.83058 5.49450 0.3251
H 2.19503 2.49310 4.18146 0.0466
H 1.09933 0.29089 -0.16571 0.1013
H 0.80623 -2.33656 0.61996 0.1936
H 2.51541 -2.22754 0.24439 0.4307
H -0.54477 -3.52320 -0.56820 0.5666
H -2.84068 -3.58228 -1.45725 0.4944
H -3.54160 -1.98170 -3.22166 0.5516
H -1.91488 -0.33426 -4.09288 0.4406
H 0.37846 -0.24387 -3.16095 0.3541
H 3.48749 -0.63152 1.48595 0.2198
H 2.97417 1.04762 1.50689 -0.3565
H 4.83152 -0.06454 -1.89429 0.2879
H 2.73879 2.03231 -1.15926 0.2787
C -4.50461 -1.87947 -6.68378 -0.7796
O -3.14557 -2.26716 -6.63329 -0.3490
C -2.94978 -3.60929 -6.20547 -0.0921
C -2.67748 -4.53523 -7.36822 -0.4751
O -3.80448 -4.66415 -8.22208 -0.4423
C -3.71488 -3.88799 -9.40075 -0.7000
H -4.55382 -0.92853 -7.21202 0.2664
H -5.11436 -2.61436 -7.21500 0.3530
H -4.91028 -1.74184 -5.67450 0.2746
H -3.81602 -3.96038 -5.63564 0.3783
H -2.08178 -3.61432 -5.54181 0.0847
H -2.45117 -5.53116 -6.97590 0.3442
H -1.80590 -4.18986 -7.93319 0.2656
H -2.98991 -4.32057 -10.09954 0.3249
H -3.42936 -2.85564 -9.18360 0.2865
H -4.69742 -3.89328 -9.86970 0.2560
C 3.32167 -5.42908 -4.72078 -0.6516
O 3.20282 -5.23009 -6.11752 -0.3816
C 2.13114 -5.94616 -6.70659 -0.7430
C 0.93045 -5.06112 -6.95072 -0.4003
O 0.35260 -4.60778 -5.73755 -0.2917
C 0.69641 -3.26948 -5.42236 -0.8985
H 4.02417 -4.68715 -4.34553 0.2232
H 2.36326 -5.30001 -4.21211 0.2624
H 3.71364 -6.42838 -4.50174 0.3413
H 1.84516 -6.79685 -6.08003 0.3565
H 2.48524 -6.33576 -7.66604 0.4049
H 0.16748 -5.64242 -7.47877 0.3216
H 1.20884 -4.21357 -7.58500 0.3869
H 0.15625 -2.57023 -6.07222 0.3968
H 1.77071 -3.09342 -5.51344 0.5755
H 0.39003 -3.09214 -4.39271 0.1502
C 4.15692 4.03846 1.99220 -0.3715
O 5.24916 3.78478 2.86047 -0.3645
C 6.51162 3.88125 2.22193 -0.4658
C 7.19465 5.19730 2.51688 -0.5783
O 6.49356 6.29573 1.95944 -0.3755
C 5.70223 7.00096 2.89600 -0.7016
H 3.26619 4.14825 2.61088 0.1566
H 4.30123 4.95604 1.41635 0.4324
H 4.00580 3.20338 1.30225 0.0437
H 6.40475 3.74910 1.14067 0.2806
H 7.13607 3.06689 2.60262 0.4172
H 8.19341 5.18469 2.06992 0.3782
H 7.30896 5.32375 3.59826 0.3248
H 6.33020 7.59470 3.56937 0.3298
H 5.08086 6.32497 3.48873 0.2923
H 5.05776 7.67484 2.33413 0.2434
```

***

Question: The lowest strongest force on any atom belongs to which entry?
Answer: C39H68BIN2O14S

***

Question: The highest multiplicity belongs to which entry?
Answer: C39H67BFeN6Sb